C3H2Cl3N | ωB97M-V with the def2-TZVPD basis set

Cartesian coordinates (Å):
Cl: 1.41779 1.60950 0.28926
Cl: -1.37553 0.80031 1.47801
Cl: -1.00863 -1.95321 0.21305
N: -1.33069 0.76241 -2.12926
C: 0.97992 -0.11577 0.33453
C: -0.96940 0.30259 -1.14882
C: -0.50733 -0.28167 0.07757
H: 1.56299 -0.62218 -0.43587
H: 1.23088 -0.50198 1.32155

Summary:
* Kohn-Sham gap: 0.395 Ha
* total charge: 0
* LUMO energy: -0.507 eV
* relative energy (zero: lowest compared OMol25 entry of this formula, charge and spin): 0.6 kcal/mol
* highest occupied orbital energy: -0.4135 Eh


C12H21BrIN2O4P2 | ωB97M-V with the def2-TZVPD basis set

Cartesian coordinates (Å):
I: 5.70474 0.19747 -4.42465
Br: 0.35884 2.46930 -2.91857
P: 4.95597 2.17069 -3.13269
P: 2.68332 2.08380 -3.03954
O: 1.89218 -2.89268 0.60502
O: -1.80913 1.12278 1.49841
O: -1.23670 0.28759 3.40681
O: 5.40007 1.93524 -1.51817
N: 0.14914 -1.51350 0.37736
N: -2.04899 0.53666 2.53349
C: 2.19657 -0.75390 1.47737
C: 2.57620 0.47206 -2.00823
C: -3.76029 -0.56743 3.91969
C: -3.43550 0.08599 2.74691
C: -6.01662 -0.78646 3.12405
C: 0.26751 -0.79989 -2.01860
C: 1.69272 -0.63019 -2.57321
C: 1.43128 -1.81226 0.76777
C: -0.00294 -0.38109 -0.57865
C: -5.67384 -0.12332 1.95413
C: -4.37511 0.31899 1.76162
C: -5.06132 -1.00487 4.10698
H: 2.58722 1.31353 -4.27153
H: -7.03083 -1.13551 3.26961
H: 3.58414 0.08369 -2.00239
H: -0.28610 -2.33673 -0.01059
H: 1.50181 -0.00537 1.83670
H: 2.82965 2.87645 -1.82057
H: 2.75929 3.28597 -3.85062
H: 0.53269 0.48716 -0.24029
H: 2.66506 -1.18685 2.33995
H: -4.10480 0.83504 0.85202
H: 2.92209 -0.29886 0.83051
H: 2.37351 0.76536 -0.98724
H: -5.32949 -1.52002 5.01929
H: -0.41457 -0.26134 -2.65071
H: 2.21431 -1.57225 -2.48403
H: -6.41842 0.04727 1.18876
H: -0.01160 -1.84192 -2.10788
H: 1.61725 -0.46173 -3.64231
H: -1.04467 -0.11242 -0.52148
H: 6.17916 1.36237 -1.49520
H: -3.01379 -0.73881 4.68069

Summary:
* Kohn-Sham gap: 0.196 Ha
* total charge: -1
* LUMO energy: 1.251 eV
* relative energy (zero: lowest compared OMol25 entry of this formula, charge and spin): 7.8 kcal/mol
* highest occupied orbital energy: -0.1502 Eh


C2H3N3O | ωB97M-V with the def2-TZVPD basis set

Cartesian coordinates (Å):
O: -1.38015 1.13227 -0.26742
N: 0.57780 0.68928 0.62942
N: 0.64961 -1.67599 -0.00966
N: -1.21032 -0.14283 -0.56235
C: -0.28836 1.58921 0.30541
C: 0.10038 -0.43810 0.05192
H: 1.64142 -1.50989 0.06349
H: -0.31663 2.64800 0.44108
H: 0.22626 -2.29194 -0.65189

Summary:
* Kohn-Sham gap: 0.361 Ha
* total charge: 0
* LUMO energy: 0.973 eV
* relative energy (zero: lowest compared OMol25 entry of this formula, charge and spin): 45.2 kcal/mol
* highest occupied orbital energy: -0.3257 Eh


C25H49Cl2F4N4O4 | ωB97M-V with the def2-TZVPD basis set

Cartesian coordinates (Å):
Cl: 0.69603 -4.18144 -1.26015
Cl: 5.25722 -3.68828 -0.88543
F: -3.34189 0.63902 4.58328
F: -1.03547 1.03057 5.04779
F: -1.94253 -1.24484 5.04357
F: 3.29007 -0.14147 -3.38313
O: -1.71973 -0.09726 2.93329
O: 1.84239 -1.15134 -0.52379
O: -2.60933 4.31320 -3.53162
O: 0.89508 3.51302 1.67816
N: -0.64564 0.34486 -1.28619
N: -0.50904 -2.78613 2.13733
N: -0.41322 -2.06620 0.98197
N: -4.74704 3.96935 -3.47716
C: 2.72061 -1.43102 -2.85136
C: -0.71461 0.46504 0.18951
C: 4.41415 -0.76934 -1.03195
C: -3.79382 6.12165 -2.45976
C: 2.15692 3.43607 0.93114
C: -1.95831 0.08732 4.37416
C: 1.15823 3.76791 3.13008
C: -6.11182 4.49283 -3.47205
C: 0.09587 -0.66470 1.10817
C: -3.65791 4.81854 -3.18264
C: -3.59398 -3.87727 1.39481
C: 3.10062 -5.91909 -0.99125
C: 2.90846 -1.15321 3.30962
C: 2.51910 -4.35371 -1.10101
C: 2.32845 2.00971 0.06486
C: 2.57562 -1.69339 1.81593
C: 1.75875 -0.63686 0.80492
C: 2.96583 -1.58632 -1.19954
C: 1.19939 -1.52367 -3.36078
C: -0.24649 -0.08641 2.64198
C: -1.70795 -2.24573 0.25685
C: -2.33651 -3.79436 0.33410
C: 3.43760 -3.18794 -1.06212
C: -1.63073 1.32330 -1.90083
C: 2.44140 0.81074 1.13624
H: 4.97906 -1.00534 -0.04075
H: -3.96293 -2.80625 1.76512
H: -1.33231 2.41986 -1.58588
H: -0.17471 -3.76713 2.08125
H: 2.31817 -0.24517 3.71322
H: -1.38478 -2.66273 2.67593
H: -1.88235 0.49986 0.44418
H: 0.12606 3.76877 3.71535
H: 0.35862 -1.71073 -2.58034
H: -1.47821 -2.11073 -0.90738
H: 3.05408 3.47501 1.68129
H: 3.67247 -1.94147 1.40417
H: 4.00355 -6.10081 -1.73306
H: -6.18010 5.30415 -4.20082
H: -2.72259 1.10992 -1.51461
H: 1.68336 4.81508 3.27446
H: 5.16805 -1.05860 -1.91271
H: 1.87005 2.93191 3.59368
H: 4.30111 0.39069 -1.10007
H: 0.27117 0.52793 -1.72871
H: -1.63668 1.24802 -3.07596
H: 0.21395 -0.70534 3.50772
H: 3.61015 0.58968 1.26354
H: -4.62925 3.18718 -2.82286
H: 3.29653 2.22736 -0.58984
H: 2.70285 -2.05611 4.06313
H: 2.13200 1.27509 2.19166
H: 1.12704 -2.41699 -4.14945
H: 0.03923 1.07015 2.72569
H: -1.50305 -4.60918 0.50694
H: -2.86905 6.69472 -2.57188
H: 2.22967 -6.64025 -1.35790
H: 2.25048 4.33627 0.18089
H: 4.06578 -0.90230 3.46066
H: 0.89892 -0.53607 -3.95443
H: -6.77985 3.67674 -3.75890
H: -3.97400 5.93177 -1.39847
H: -4.55127 -4.37314 0.89158
H: 2.06809 -2.77466 1.82787
H: -0.36047 1.56727 0.48478
H: -6.35619 4.83973 -2.46525
H: 1.42977 2.00950 -0.67237
H: -3.35256 -4.48816 2.37758
H: -4.45916 3.52997 -4.36108
H: 3.32841 -6.22350 0.11864
H: 3.34815 -2.28269 -3.40480
H: -2.59744 -1.54995 0.62081
H: -4.61137 6.71298 -2.87865
H: -2.79420 -4.03547 -0.74098

Summary:
* Kohn-Sham gap: 0.225 Ha
* total charge: +1
* LUMO energy: -4.096 eV
* highest occupied orbital energy: -0.3752 Eh


C40H74F4IN3O8S2 | ωB97M-V with the def2-TZVPD basis set

Cartesian coordinates (Å):
I: -1.94550 3.03154 4.46737
S: -3.57732 5.77508 1.09464
S: -0.39274 1.11201 -1.72485
F: -0.05768 -0.36951 -4.26224
F: -0.08132 -1.82000 -2.60333
F: 0.01476 -2.48127 -5.50306
F: -1.09684 -3.66023 -4.06855
O: 1.08979 -5.30696 4.50156
O: 3.24129 -0.89959 4.58897
O: 3.08963 0.24417 -0.02982
O: 0.18658 -0.09609 4.27768
O: -7.63132 1.20683 -4.92004
O: 2.91940 6.49182 2.79483
O: -2.68080 -7.79437 -5.31374
O: 2.99836 3.33860 0.84028
N: -3.05331 2.17470 -0.82263
N: -6.55419 0.06894 -0.98191
N: -3.70984 3.05185 1.68675
C: 2.94391 -0.98560 -2.10201
C: -2.03017 2.07844 0.18542
C: 4.10950 -0.03842 3.84226
C: -0.56789 -1.27591 4.53689
C: 5.09507 4.01805 1.80421
C: -1.27119 -7.95077 -5.47542
C: -4.35893 0.52955 -2.02125
C: -1.46033 2.43284 2.50552
C: -0.54164 -7.18229 -4.38460
C: -3.33548 -1.13295 -3.44387
C: -8.04730 3.21275 -6.19252
C: -1.06449 -2.44845 -4.66023
C: -1.98288 0.41343 -2.23296
C: 0.14984 1.51594 0.97410
C: 5.26727 -0.84522 3.27738
C: 4.81075 3.80369 -0.68140
C: 3.44730 8.61376 1.77631
C: -3.10627 1.03587 -1.69553
C: -4.43840 -0.53364 -2.89163
C: 0.82571 -6.49471 2.42125
C: 4.97066 -1.14364 -0.62363
C: -0.11162 -1.89938 5.84735
C: -0.85854 -7.47050 -6.85867
C: -2.35811 2.50728 1.46077
C: -0.76289 1.59920 -0.05607
C: -2.07679 -0.66952 -3.09444
C: 3.39055 7.81209 3.06805
C: 3.45881 -0.97976 -0.67074
C: -9.64487 2.43506 -4.41724
C: -0.40575 -2.24653 3.37817
C: -0.80836 -1.31312 -3.62797
C: 4.60230 1.08829 4.73598
C: 2.48394 8.47725 4.09180
C: 2.90284 -6.73852 3.81235
C: 1.39622 -6.52770 3.83130
C: -0.21622 1.92065 2.22770
C: 4.41355 3.25448 0.68190
C: -5.64263 1.14018 -1.42648
C: -3.66663 4.25106 1.43915
C: -8.18824 2.52002 -4.84589
H: -0.98902 -3.15516 3.53873
H: -10.22586 1.85348 -5.13873
H: 0.21336 -7.59788 -7.01892
H: -0.85226 -7.53007 -3.39832
H: -0.72736 -1.78446 2.44255
H: 4.39566 7.70931 3.48021
H: 3.82490 9.62222 1.95219
H: 3.49719 0.97092 -0.51456
H: -0.25300 -6.33510 2.44914
H: 2.44632 7.88818 5.00890
H: -1.39486 -8.02356 -7.63111
H: 5.25036 1.77311 4.18701
H: -0.77937 -6.11729 -4.43774
H: 0.64555 -2.52395 3.25220
H: 5.32624 -1.12958 0.40875
H: 4.79416 3.62161 2.77492
H: -2.88342 -6.85662 -5.39644
H: -2.76818 2.96084 -1.41566
H: -6.84984 -0.49636 -1.77109
H: -5.32971 1.64832 -0.50936
H: 4.51193 4.85110 -0.77680
H: -9.73115 1.92942 -3.45449
H: 3.51762 0.37491 3.02278
H: 2.45406 8.68794 1.32448
H: 5.88874 3.73410 -0.83785
H: 3.74569 -1.27547 5.31844
H: 3.76036 1.65275 5.13943
H: 0.92135 -7.32823 4.40057
H: 3.37281 -0.15550 -2.67232
H: 0.54350 1.83694 2.99533
H: -1.05855 -9.01652 -5.37919
H: 3.19285 -1.92016 -2.60845
H: 0.53976 -7.30145 -4.47202
H: -1.93078 -2.27636 -5.30241
H: 1.25756 -5.66815 1.84956
H: 2.75347 4.26945 0.79161
H: 5.46433 -0.31766 -1.14435
H: -1.61379 -0.97333 4.61934
H: -6.99902 3.25947 -6.49069
H: -7.61583 3.06361 -4.09241
H: -0.68665 -2.79725 6.08081
H: 4.09442 8.12144 1.04830
H: 1.86365 -0.85857 -2.11790
H: 5.93457 -0.21690 2.68507
H: -8.12567 0.71234 -5.58233
H: 3.16572 -7.67791 3.32277
H: 4.80132 5.06963 1.78526
H: 1.13888 1.11815 0.76020
H: 1.46037 8.54701 3.71321
H: -8.44602 4.22786 -6.15907
H: -8.57771 2.65582 -6.97011
H: 5.84648 -1.30615 4.08295
H: 3.29960 -6.75188 4.82847
H: 2.03007 6.56547 2.43048
H: 5.15962 0.68932 5.58869
H: -10.09091 3.42714 -4.33133
H: -6.04236 -0.57397 -0.38448
H: -5.41809 -0.90977 -3.17476
H: -6.13812 1.82600 -2.11723
H: 1.11454 -0.35154 4.19983
H: -1.10659 -6.41325 -6.98967
H: 1.02686 -7.42687 1.89029
H: 4.67802 2.19619 0.74211
H: -3.49003 -1.95607 -4.13210
H: -0.22458 -1.18834 6.66753
H: 2.98511 -1.78589 -0.10761
H: 4.30658 3.25413 -1.47982
H: 5.28163 -2.08148 -1.08674
H: 3.39997 -5.91969 3.28417
H: 4.89724 -1.65425 2.64523
H: 1.50187 -4.58776 4.01016
H: 6.18289 3.95682 1.72368
H: 2.83310 9.48178 4.33626
H: 0.94694 -2.16714 5.79730

Summary:
* Kohn-Sham gap: 0.308 Ha
* total charge: 0
* LUMO energy: 0.263 eV
* highest occupied orbital energy: -0.2988 Eh


C3H6BrNO2S | ωB97M-V with the def2-TZVPD basis set

Cartesian coordinates (Å):
Br: -1.69694 1.80249 0.36347
S: -1.86660 -1.12392 -0.27584
O: -1.21940 -2.28237 -0.75088
O: -2.94499 -0.46009 -0.92796
N: -2.24646 -1.33115 1.37869
C: -0.68493 0.30854 -0.27280
C: 3.26042 1.41569 -0.58122
C: 0.62684 0.21984 -0.40043
H: -2.96198 -0.67939 1.84036
H: 3.80519 0.56820 -0.07432
H: 3.26479 2.43328 -0.04895
H: 2.89344 1.30500 -1.57716
H: -1.58002 -1.66538 2.01015
H: 1.35062 -0.51075 -0.68311

Summary:
* Kohn-Sham gap (spin up / spin down): 0.294 / 0.345 Ha
* total charge: 0
* LUMO energy (spin up / spin down): -1.224 / -0.126 eV
* relative energy (zero: lowest compared OMol25 entry of this formula, charge and spin): 97.0 kcal/mol
* highest occupied orbital energy (spin up / spin down): -0.3392 / -0.3495 Eh